# 1
Below is a molecular structure, C3H3FeO, with properties calculated with ωB97M-V with the def2-TZVPD basis set.

Structure (XYZ):
```
8
Properties=species:S:1:pos:R:3:forces:R:3:mulliken_spin:R:1
C -0.16384 -0.42076 -0.70320 0.93 1.68 1.32 0.333
C 0.87120 -0.66745 0.41619 0.53 0.19 -0.47 0.124
C -0.50402 -0.12678 0.57773 -0.82 -2.62 -0.60 0.333
H 1.74618 -0.02415 0.58953 -0.22 -0.21 -0.75 0.035
H 1.08448 -1.71770 0.66504 -0.45 0.34 0.55 0.059
H -1.30194 -0.30363 1.30041 0.14 0.74 -0.19 0.012
O -1.22194 2.23265 -0.79623 1.22 -1.64 -2.04 1.359
Fe -0.51012 1.02782 -2.04948 -1.32 1.51 2.17 3.745
```
Positions in Å, forces in eV/Å.

For the HOMO energy (alpha / beta), the calculation gives -0.5605 / -0.5507 Eh. Its charge is +1. The calculation puts the HOMO-LUMO gap (alpha / beta) at 9.410 / 7.163 eV. As for the multiplicity: 7. The LUMO energy (alpha / beta) is -5.841 / -7.823 eV.

# 2
Below is a molecular structure, C24H31BrN8O3PbS2, with properties calculated with ωB97M-V with the def2-TZVPD basis set.

Structure (XYZ):
```
70
Properties=species:S:1:pos:R:3:forces:R:3:nbo_charge:R:1
Pb -0.81041 -1.09898 0.74457 0.34 -0.17 -0.10 1.354
C -1.71452 1.47890 2.76102 -0.06 0.01 0.04 -0.248
C -0.23505 1.63757 2.46388 0.04 0.08 0.00 -0.237
N 0.49882 0.36474 2.50637 -0.05 0.00 0.06 -0.695
C 0.75933 -0.20462 3.83825 0.05 -0.01 -0.06 -0.242
C -0.42743 -0.88476 4.51628 -0.05 -0.03 0.05 -0.542
S -1.37720 -2.02271 3.45405 0.03 0.01 -0.06 0.215
C -3.06993 -1.37155 3.52682 0.01 -0.07 0.06 -0.556
C -3.48405 -0.23283 2.56875 -0.06 0.03 -0.05 -0.246
N -2.37273 0.46781 1.89791 -0.01 0.01 -0.04 -0.720
H -2.19897 2.44979 2.63527 -0.02 0.00 0.01 0.232
H -1.87705 1.19250 3.79636 0.00 0.01 0.00 0.206
H 0.18341 2.37084 3.16185 0.00 0.00 0.01 0.218
H -0.11063 2.04073 1.45592 0.00 0.02 0.02 0.224
H 1.39969 0.51885 2.06424 -0.01 0.03 -0.02 0.399
H 1.14250 0.55760 4.52651 0.00 0.00 -0.01 0.218
H 1.55458 -0.94031 3.70917 0.00 -0.01 0.00 0.219
H -1.12619 -0.17576 4.95073 0.01 0.00 0.02 0.229
H -0.04378 -1.48317 5.34216 0.00 0.01 0.00 0.262
H -3.26396 -1.11404 4.56686 0.04 0.03 0.00 0.251
H -3.68158 -2.24800 3.31319 -0.04 0.01 0.05 0.267
H -4.08431 0.48724 3.13101 -0.05 -0.02 -0.03 0.220
H -4.12726 -0.64201 1.78900 0.04 -0.02 -0.02 0.225
H -2.75455 0.94386 1.08545 0.00 0.01 -0.01 0.409
C 0.55206 -5.67507 -3.14133 0.00 0.01 0.00 -0.672
C -0.66440 -5.35456 -2.36112 -0.02 -0.01 -0.01 0.365
N -1.79107 -5.98316 -2.41247 0.02 -0.01 -0.01 -0.214
N -2.59364 -5.33152 -1.52430 0.03 0.01 0.00 -0.344
C -2.00362 -4.30808 -0.91276 0.03 0.06 0.00 0.267
S -2.70226 -3.32412 0.27850 -0.09 0.07 0.03 -0.331
N -0.75234 -4.30505 -1.45500 -0.05 -0.04 0.06 -0.229
N 0.24778 -3.40805 -1.09160 -0.07 0.01 0.02 -0.633
H 0.34215 -6.53716 -3.76833 0.00 0.00 0.00 0.280
H 1.38866 -5.91525 -2.48403 0.00 0.00 0.00 0.244
H 0.84170 -4.84066 -3.78162 0.00 0.00 0.00 0.241
H -3.53787 -5.64878 -1.36897 0.00 0.00 0.00 0.448
H 0.63317 -2.97234 -1.92264 -0.01 -0.03 -0.03 0.388
H 0.98069 -3.89873 -0.58822 0.01 0.00 -0.01 0.392
C -3.49278 0.06126 -1.64643 0.02 0.00 -0.03 -0.267
O -2.19091 0.42544 -1.15922 0.01 0.01 -0.02 -0.554
C -1.60792 1.54305 -1.72638 0.03 -0.03 0.04 0.224
C -2.30450 2.46911 -2.47795 0.00 0.02 -0.01 -0.277
C -1.62784 3.56314 -3.00993 0.01 -0.01 0.01 -0.090
Br -2.58184 4.82004 -4.03474 0.00 0.00 0.00 0.127
C -0.27772 3.73042 -2.79743 0.01 0.00 0.01 -0.200
C 0.42918 2.79873 -2.03525 0.02 0.02 0.01 -0.141
C -0.23811 1.69835 -1.49214 -0.08 0.02 -0.03 0.332
O 0.40703 0.76297 -0.74469 0.00 -0.02 -0.03 -0.782
C 1.86747 2.91679 -1.79141 -0.02 -0.03 0.01 0.401
N 2.53260 2.02299 -1.08548 -0.02 0.00 -0.01 -0.540
C 3.85639 2.44029 -1.07818 0.02 0.01 0.00 0.083
C 4.98620 1.87144 -0.49266 0.00 0.00 0.01 -0.212
C 6.18676 2.52737 -0.66132 0.00 -0.01 0.00 -0.200
C 6.27502 3.72287 -1.39407 -0.01 0.01 -0.01 -0.188
C 5.16626 4.29670 -1.98042 0.00 -0.01 0.01 -0.230
C 3.95963 3.62830 -1.80563 -0.01 0.00 0.00 0.162
N 2.67407 3.90397 -2.24618 0.00 0.00 0.00 -0.521
H -3.48713 0.00712 -2.73509 0.01 0.00 0.00 0.210
H -4.24682 0.77997 -1.32094 0.00 -0.01 0.01 0.192
H -3.70558 -0.92239 -1.23511 -0.01 0.01 0.03 0.216
H -3.36184 2.35944 -2.66575 0.00 0.01 -0.01 0.248
H 0.22240 4.58585 -3.22934 -0.01 0.01 0.00 0.230
H 1.41059 1.03728 -0.75303 -0.02 0.04 0.05 0.517
H 4.92340 0.94802 0.06730 -0.01 0.00 0.00 0.219
H 7.08561 2.11555 -0.22372 0.00 0.00 0.00 0.231
H 7.23749 4.20330 -1.50240 0.00 0.00 0.00 0.235
H 5.23726 5.21542 -2.54624 0.00 0.00 0.00 0.233
H 2.39934 4.69182 -2.80701 -0.01 -0.01 0.00 0.433
O 1.23747 -4.66112 3.16784 0.03 0.02 -0.01 -0.443
C 1.30913 -4.15263 2.17127 -0.06 -0.01 -0.01 0.490
```
Positions in Å, forces in eV/Å.

For the HOMO energy, the calculation gives -0.4709 Eh. Its charge is +2. The calculation puts the HOMO-LUMO gap at 7.653 eV. The LUMO energy is -5.161 eV.

# 3
Below is 2 unconnected molecules or ions with the total composition C6H8N2O2, with properties calculated with ωB97M-V with the def2-TZVPD basis set.

Structure (XYZ):
```
18
Properties=species:S:1:pos:R:3:forces:R:3:nbo_charge:R:1
N -2.56573 0.48001 0.77818 1.12 -0.24 -0.55 -0.327
C -1.48691 0.26759 0.41043 -0.90 0.11 0.60 0.300
C -0.13002 -0.00987 0.03942 0.01 0.00 -0.05 -0.192
C 0.33684 -1.34742 -0.49831 -0.08 -0.15 -0.17 -0.392
C 0.89801 -0.85945 0.79222 -0.02 -0.14 0.27 -0.002
N 1.88797 0.16685 0.55926 -0.55 -0.05 0.08 -0.429
C 3.22314 0.15954 0.64440 1.18 0.73 -0.23 0.534
O 3.94305 1.05905 0.22850 -0.66 -0.79 0.30 -0.597
C 0.96597 1.05701 -0.14987 0.02 0.23 -0.18 -0.174
H -0.38755 -2.15685 -0.40994 0.15 0.24 -0.05 0.245
H 0.95926 -1.35846 -1.39536 -0.16 0.00 0.27 0.233
H 0.80015 -1.36528 1.75152 -0.01 0.13 -0.28 0.238
H 3.61837 -0.73039 1.17401 -0.09 0.11 -0.11 0.119
H 0.77052 1.97884 0.40949 0.05 -0.19 -0.16 0.226
H 1.25123 1.27900 -1.18680 -0.08 -0.01 0.28 0.218
O -5.01598 0.57331 -1.24336 -0.09 -0.02 0.15 -0.945
H -4.85612 0.61048 -0.28907 0.14 -0.02 -0.30 0.482
H -4.21221 0.19603 -1.61473 -0.04 0.05 0.15 0.464
```
Positions in Å, forces in eV/Å.

As for the SMILES: N#C[C@]12C[C@H]1N(C=O)C2.O. For the HOMO energy, the calculation gives -0.3676 Eh. The calculation puts the HOMO-LUMO gap at 10.462 eV. The LUMO energy is 0.458 eV.

Record-wise energy relative to the best compared isomer or geometry (same formula, charge and spin) values, in kJ/mol: 80.91 0.00 249.25